75
Properties=species:S:1:pos:R:3 method="wB97M-V/def2-TZVPD" charge=+1 molar_mass_g_mol=521.6 total_energy_ha=-1495.4654 gap_ev=7.2 multiplicity=1 fmax_ha_per_bohr=0.1248 de_lowest_ev=5.9068
C -3.21 1.11 4.17
C -2.08 2.11 3.56
C -0.62 1.47 3.83
C 0.05 0.78 2.54
C -0.98 0.04 1.54
C -0.94 0.86 0.14
C -1.88 0.17 -0.97
C -1.21 0.46 -2.44
C 0.00 -0.58 -2.78
C 1.43 0.17 -2.83
C 2.53 -0.47 -1.85
C 2.69 -1.96 -1.51
N 1.90 -3.13 -2.00
C 2.22 -3.22 -3.49
C 2.55 -4.75 -3.86
N 3.79 -2.09 -0.56
C 4.22 -0.72 -0.36
I 5.87 -0.54 1.03
N 3.52 0.30 -1.10
C 3.79 1.77 -1.00
C 4.13 2.49 -2.39
C 2.92 3.30 -3.06
C 2.08 4.23 -2.06
C 0.90 5.05 -2.84
H -3.92 1.63 4.89
H -3.81 0.70 3.27
H -2.72 0.18 4.66
H -2.27 2.38 2.47
H -2.14 3.07 4.20
H -0.63 0.73 4.71
H 0.08 2.34 4.15
H 0.62 1.59 1.93
H 0.83 0.02 2.91
H -2.03 -0.11 1.96
H -0.54 -1.00 1.33
H -1.36 1.92 0.34
H 0.16 0.95 -0.16
H -1.88 -0.97 -0.85
H -2.92 0.62 -0.99
H -2.06 0.41 -3.23
H -0.87 1.55 -2.41
H -0.02 -1.44 -2.00
H -0.23 -0.99 -3.83
H 1.24 1.24 -2.43
H 1.81 0.17 -3.91
H 2.36 -3.93 -1.52
H 1.35 -2.77 -4.09
H 3.16 -2.57 -3.66
H 2.69 -4.80 -4.99
H 3.53 -5.04 -3.35
H 1.67 -5.38 -3.48
H 4.15 -2.94 -0.10
H 2.94 2.23 -0.40
H 4.73 1.87 -0.33
H 4.53 1.75 -3.18
H 4.99 3.26 -2.24
H 2.22 2.64 -3.71
H 3.41 4.03 -3.83
H 2.72 4.91 -1.39
H 1.51 3.53 -1.32
H 0.40 5.75 -2.09
H 0.11 4.24 -3.10
H 1.34 5.56 -3.75
C -5.20 -1.85 5.08
O -4.59 -1.78 6.13
N -4.94 -2.74 4.08
C -5.71 -2.77 2.86
C -3.86 -3.70 4.25
H -6.03 -1.17 4.85
H -6.18 -3.75 2.75
H -5.04 -2.59 2.01
H -6.49 -2.00 2.87
H -4.06 -4.31 5.14
H -2.92 -3.16 4.40
H -3.78 -4.34 3.37

78
Properties=species:S:1:pos:R:3 method="wB97M-V/def2-TZVPD" molar_mass_g_mol=648.3 s_squared=6.033 total_energy_ha=-4520.8015 gap_ev="5.9 / 5.0" multiplicity=5 fmax_ha_per_bohr=0.0649
Pd -16.37 -5.59 6.45
C -19.45 -2.82 4.65
Si -18.87 -3.62 6.28
C -17.45 -2.59 6.93
C -20.15 -3.67 7.62
N -18.32 -5.31 5.94
C -19.17 -6.30 5.60
C -20.58 -6.16 5.25
C -21.39 -7.28 5.07
C -20.84 -8.61 5.14
C -19.51 -8.82 5.37
C -18.56 -7.72 5.61
N -17.30 -7.89 5.81
Si -16.48 -9.44 5.85
C -16.57 -10.33 4.25
C -17.25 -10.39 7.26
C -14.65 -9.11 6.08
H -19.54 -1.75 4.69
H -20.35 -3.22 4.23
H -18.66 -3.05 3.93
H -17.65 -1.54 6.82
H -16.54 -2.88 6.37
H -17.29 -2.87 7.97
H -20.54 -2.70 7.79
H -19.70 -3.99 8.58
H -20.98 -4.35 7.45
H -20.96 -5.13 5.15
H -22.44 -7.12 4.87
H -21.48 -9.46 4.99
H -19.09 -9.82 5.44
H -17.59 -10.55 3.93
H -16.00 -11.25 4.45
H -16.01 -9.80 3.48
H -18.27 -10.07 7.42
H -16.63 -10.12 8.14
H -17.27 -11.49 7.07
H -14.22 -8.43 5.33
H -14.03 -9.98 6.17
H -14.56 -8.48 6.96
C -14.70 -3.03 4.32
C -15.42 -4.17 3.74
N -16.06 -5.16 4.39
C -16.42 -6.09 3.39
C -16.11 -5.60 2.16
N -15.46 -4.40 2.40
H -13.71 -2.94 3.85
H -14.59 -3.12 5.42
H -15.29 -2.15 4.06
H -16.90 -7.03 3.71
H -16.32 -5.96 1.15
H -14.99 -3.82 1.73
C -10.45 -5.34 8.27
Si -11.64 -6.53 7.46
C -10.76 -7.42 6.07
C -12.11 -7.73 8.89
Se -13.48 -5.48 6.50
H -9.57 -5.87 8.68
H -10.92 -4.76 9.10
H -10.06 -4.67 7.48
H -10.15 -8.25 6.52
H -10.16 -6.70 5.53
H -11.47 -7.85 5.41
H -11.49 -7.43 9.74
H -11.83 -8.75 8.60
H -13.17 -7.67 9.14
C -15.69 -4.56 9.85
C -16.88 -5.43 9.56
C -17.31 -6.11 10.88
C -16.61 -6.36 8.46
H -15.97 -3.79 10.55
H -15.30 -4.03 8.95
H -14.89 -5.13 10.29
H -17.77 -4.81 9.28
H -16.63 -6.95 11.06
H -18.30 -6.56 10.81
H -17.26 -5.41 11.74
H -17.38 -7.13 8.33
H -15.60 -6.82 8.43

74
Properties=species:S:1:pos:R:3 method="wB97M-V/def2-TZVPD" molar_mass_g_mol=418.7 total_energy_ha=-1603.0622 smiles="CCCCCCCCCCCCCCCC[C@@H]1COS(=O)(=O)[C@@H](COC)[C@@H]1C" gap_ev=10.5 multiplicity=1 fmax_ha_per_bohr=0.0314
C 1.87 -3.04 1.60
C 3.40 -2.93 1.82
C 3.88 -1.63 2.46
C 3.24 -0.34 1.90
C 2.45 0.37 3.00
C 1.70 1.63 2.56
C 2.50 2.68 1.76
C 1.78 3.17 0.47
C 2.68 3.21 -0.76
C 3.12 1.84 -1.25
C 2.28 1.26 -2.37
C 2.71 -0.19 -2.67
C 1.67 -1.21 -2.16
C 0.48 -1.24 -3.11
C -0.73 -2.07 -2.66
C -1.26 -1.90 -1.24
C -2.28 -0.75 -1.06
C -1.59 0.59 -1.28
O -2.36 1.74 -0.84
S -3.92 1.49 -0.70
O -4.51 1.06 -1.93
O -4.48 2.68 -0.17
C -4.03 0.22 0.55
C -5.40 -0.44 0.53
O -6.41 0.40 1.00
C -7.31 0.91 0.01
C -2.90 -0.83 0.33
C -1.88 -0.57 1.44
H 1.68 -3.40 0.60
H 1.46 -3.79 2.26
H 1.34 -2.11 1.79
H 3.92 -3.16 0.90
H 3.66 -3.73 2.51
H 3.79 -1.67 3.54
H 4.95 -1.56 2.27
H 4.01 0.30 1.50
H 2.57 -0.56 1.07
H 3.13 0.60 3.82
H 1.72 -0.35 3.37
H 0.79 1.38 2.03
H 1.38 2.12 3.48
H 3.50 2.34 1.50
H 2.63 3.55 2.39
H 0.88 2.60 0.27
H 1.44 4.18 0.67
H 3.57 3.78 -0.48
H 2.19 3.79 -1.53
H 3.12 1.14 -0.42
H 4.16 1.90 -1.58
H 1.24 1.30 -2.07
H 2.37 1.83 -3.29
H 2.87 -0.34 -3.73
H 3.61 -0.35 -2.10
H 2.13 -2.20 -2.15
H 1.41 -0.90 -1.15
H 0.85 -1.71 -4.02
H 0.23 -0.22 -3.39
H -0.46 -3.11 -2.81
H -1.58 -1.90 -3.33
H -1.83 -2.80 -1.01
H -0.48 -1.85 -0.49
H -3.01 -0.90 -1.84
H -0.68 0.59 -0.71
H -1.40 0.72 -2.34
H -3.93 0.69 1.51
H -5.61 -0.87 -0.45
H -5.32 -1.27 1.23
H -8.29 0.97 0.47
H -7.40 0.25 -0.85
H -6.97 1.88 -0.33
H -3.35 -1.80 0.51
H -2.38 -0.65 2.40
H -1.06 -1.28 1.42
H -1.52 0.45 1.35